(1)
Below is 2 unconnected molecules or ions with the total composition C5H8O2, with properties calculated with ωB97M-V with the def2-TZVPD basis set.

- M: 100.12 g/mol
- E_HOMO: -8.63 eV
- Energy above the lowest of the compared OMol25 structures with the same formula, charge and spin: 3.896 eV
- LUMO: 0.46 eV
- Gap between HOMO and LUMO: 9.09 eV
- SMILES string: C#CC(=C)OC.O

Element x y z (Å)
1 C 0.6917 1.7314 -0.7207
2 C 0.7775 -0.4390 0.1277
3 C 1.1477 -1.2417 1.1734
4 C 0.1204 -0.7933 -1.0199
5 C -0.4792 -0.8725 -2.0970
6 H -2.7618 -0.2982 2.2792
7 H -1.5893 -0.1196 1.2731
8 H 1.1474 1.2802 -1.5946
9 H 1.0602 2.7779 -0.5031
10 H -0.3679 1.7430 -0.8266
11 H 0.8936 -2.2665 1.1969
12 H 1.5180 -0.7778 2.0884
13 H -0.6763 -1.0891 -3.1707
14 O -2.4243 -0.5470 1.4034
15 O 0.9422 0.9122 0.3906



(2)
Below is a molecular structure, C5H8O2, with properties calculated with ωB97M-V with the def2-TZVPD basis set.

- M: 100.12 g/mol
- E_HOMO: -9.39 eV
- Energy above the lowest of the compared OMol25 structures with the same formula, charge and spin: 2.137 eV
- LUMO: 0.91 eV
- Gap between HOMO and LUMO: 10.30 eV

Element x y z (Å)
1 C 0.0347 1.1381 -0.1069
2 C -0.2686 -0.3122 0.2145
3 C -1.1188 -1.3025 -0.4939
4 C -1.3841 -0.9464 0.9589
5 O 1.0921 -0.6025 0.5250
6 C 1.4953 0.6750 0.0764
7 O 2.2143 0.5322 -1.1146
8 H -0.2163 1.4691 -1.1184
9 H 2.3295 1.4126 -1.4926
10 H -0.3258 1.8560 0.6349
11 H -1.8120 -0.9516 -1.2540
12 H -0.6609 -2.2667 -0.6954
13 H -2.2577 -0.3445 1.1963
14 H -1.1113 -1.6801 1.7120
15 H 2.1020 1.1817 0.8410



(3)
Below is C5H8O2 in the gas phase, with properties calculated with ωB97M-V with the def2-TZVPD basis set.

- M: 100.12 g/mol
- E_HOMO: -9.23 eV
- Energy above the lowest of the compared OMol25 structures with the same formula, charge and spin: 1.571 eV
- LUMO: 0.93 eV
- Gap between HOMO and LUMO: 10.17 eV
- SMILES string: CC(=O)C1(O)CC1

Element x y z (Å)
1 C -1.0588 0.4514 1.5336
2 C -0.2449 0.9819 0.3810
3 O -0.4398 2.1130 -0.0414
4 C 0.7314 0.1523 -0.3552
5 O 1.6536 0.8717 -1.0903
6 C -0.2833 -0.7983 -1.0980
7 C 0.9273 -1.3184 -0.4094
8 H -2.1341 0.4581 1.3242
9 H -0.7476 -0.5399 1.8554
10 H -0.8731 1.1618 2.3402
11 H 1.3575 1.7961 -1.0197
12 H -0.3220 -0.6072 -2.1628
13 H -1.2325 -1.0383 -0.6189
14 H 0.8344 -1.9483 0.4670
15 H 1.7297 -1.5873 -1.0826



(4)
Below is C5H8O2 in the gas phase, with properties calculated with ωB97M-V with the def2-TZVPD basis set.

- M: 100.12 g/mol
- E_HOMO: -9.43 eV
- Energy above the lowest of the compared OMol25 structures with the same formula, charge and spin: 2.123 eV
- LUMO: 0.86 eV
- Gap between HOMO and LUMO: 10.28 eV
- SMILES string: C=C[C@]1(O)C[C@@H]1O

Element x y z (Å)
1 C 0.5883 -0.8075 -1.6848
2 C -0.5034 -0.3470 -1.0777
3 O 0.3824 -1.5394 1.2557
4 C -0.0994 -0.2439 1.3895
5 C 0.6923 0.9271 0.8739
6 C -0.5610 0.4818 0.1526
7 O -1.7072 1.2763 0.2647
8 H 0.5396 -1.6931 0.3131
9 H 0.5285 -1.4660 -2.5465
10 H 1.5880 -0.4863 -1.3927
11 H -1.4890 -0.6631 -1.4139
12 H -0.6837 -0.0996 2.2970
13 H 0.6170 1.8646 1.4193
14 H 1.6612 0.7304 0.4221
15 H -1.5537 2.0657 -0.2723



The following strongest force on any atom values (in eV/Å) correspond, in order, to the records above: 5.5 0.4 0.5 0.5.